Record 1
An isolated molecule of C9H7ClFNO2S at a distorted geometry, computed with ωB97M-V/def2-TZVPD.

Its energy above the lowest of the compared OMol25 structures with the same formula, charge and spin is 39.45 kcal/mol. The LUMO energy (alpha / beta) is -0.726 / -0.727 eV. Its SMILES is C[S@](=O)(C#N)=COc1ccc(F)cc1Cl. As for the net charge: 0.

Cartesian coordinates (Å):
C: -2.0039 0.7783 2.4894
S: -0.1940 0.6262 2.3420
O: 0.2234 0.5755 3.7277
C: 0.1231 2.3656 1.7359
N: 0.0773 3.4224 1.2913
C: -0.1295 -1.1089 1.7725
O: -0.5013 -1.1772 0.4847
C: 0.4957 -0.9831 -0.5178
C: 0.6391 0.3217 -1.0136
C: 1.5601 0.5881 -2.0319
C: 2.3255 -0.3988 -2.5185
F: 3.2911 -0.1724 -3.4089
C: 2.2025 -1.7162 -2.0564
C: 1.2934 -1.9976 -1.0262
Cl: 1.1897 -3.5960 -0.5244
H: -2.2450 1.7962 2.1598
H: -2.4203 0.6806 3.6043
H: -2.5070 0.0104 1.8914
H: 0.8120 -1.5200 1.9995
H: -0.0187 1.1421 -0.7040
H: 1.4544 1.5392 -2.4325
H: 2.8768 -2.4213 -2.3330



Record 2
A cluster of 2 separate species, C16H35NO7PS in total at a distorted geometry, computed with ωB97M-V/def2-TZVPD.

The LUMO energy is -5.357 eV. As for the net charge: +1.

Cartesian coordinates (Å):
C: 5.8044 0.9412 -0.7145
C: 4.9467 0.0706 0.4216
C: 3.3633 0.2507 0.0347
C: 2.4738 -1.1402 0.2031
C: 1.3121 -1.1005 -0.9634
C: -0.0149 -2.0204 -0.6187
C: -1.0964 -1.3109 0.3841
C: -0.6266 0.2044 0.9142
C: -2.6276 -1.0088 -0.1070
C: -3.2613 -1.7726 -1.4083
C: -4.3904 -0.7691 -2.1265
C: -5.5060 -0.1872 -1.0764
S: -5.2546 1.6598 -0.6556
O: -4.2579 2.3668 -1.6125
O: -6.6397 2.3818 -0.8775
O: -4.8455 1.8296 0.9930
C: -3.3617 -1.4782 1.3210
N: -2.6198 -2.2226 2.2343
C: -1.2582 -2.4144 1.5853
P: 0.1455 -2.6817 2.8521
O: 0.6030 -1.3677 3.6239
O: 1.5346 -3.5366 2.2170
O: -0.5298 -3.7449 4.1051
H: 5.2684 1.9637 -0.9545
H: 5.7574 0.3129 -1.7240
H: 6.9208 1.1410 -0.3674
H: 5.1140 0.5361 1.4856
H: 5.3210 -1.0414 0.4720
H: 2.8536 1.0876 0.6977
H: 3.2883 0.5865 -1.0858
H: 3.2335 -2.0282 0.1057
H: 2.0674 -1.1519 1.3003
H: 1.0368 0.0058 -1.3163
H: 1.8062 -1.6031 -1.9270
H: 0.4087 -2.9955 -0.0755
H: -0.4420 -2.3880 -1.6436
H: 0.3618 0.1840 1.5398
H: -1.5114 0.6049 1.5929
H: -0.4858 0.9554 0.0213
H: -2.8558 0.1546 -0.0787
H: -2.5022 -2.0365 -2.2582
H: -3.8688 -2.7122 -1.0338
H: -4.9618 -1.4739 -2.9021
H: -3.8308 0.0554 -2.7519
H: -6.5505 -0.2112 -1.6544
H: -5.6682 -0.8390 -0.1118
H: -3.9702 2.3262 1.0275
H: -4.4517 -1.2533 1.6916
H: -2.9095 -2.6046 3.1778
H: -1.3872 -3.4733 1.0662
H: 1.8113 -4.1965 2.9187
H: -1.2893 -4.2076 3.6439
C: 2.8992 5.4507 -1.0447
C: 3.3717 4.0121 -1.0782
O: 2.5822 3.2633 -1.9905
H: 1.8467 5.5032 -0.7470
H: 3.4948 6.0406 -0.3424
H: 2.9720 5.9056 -2.0380
H: 3.2765 3.5546 -0.0890
H: 4.4195 3.9503 -1.3876
H: 2.6802 3.6724 -2.8675



Record 3
An isolated molecule of C3H7N3S at a distorted geometry, computed with ωB97M-V/def2-TZVPD.

Its energy above the lowest of the compared OMol25 structures with the same formula, charge and spin is 141.27 kcal/mol. The LUMO energy (alpha / beta) is -1.184 / -0.701 eV. As for the net charge: 0.

Cartesian coordinates (Å):
C: 0.5263 -1.6268 -0.9739
C: 1.7217 -1.9658 -1.5127
C: -0.2683 1.5212 0.6457
N: 0.4313 -0.3908 -0.3962
N: -3.2529 1.0912 1.1732
N: -0.6132 0.2322 0.1207
S: -2.5884 -0.0376 0.4014
H: -0.4000 -2.2799 -1.1179
H: 2.3755 -1.2009 -1.4379
H: 1.8004 -2.8863 -1.9890
H: -1.2543 2.2280 0.7363
H: -0.0962 1.5685 1.7678
H: 0.5055 1.9765 0.0309
H: -2.9167 1.3645 2.1843



Record 4
A structure of composition C33H50BCl3IrN8OS at a distorted geometry, computed with ωB97M-V/def2-TZVPD.

Its energy above the lowest of the compared OMol25 structures with the same formula, charge and spin is 15.09 kcal/mol. The LUMO energy (alpha / beta) is -4.892 / -8.042 eV. The spin multiplicity is 2. As for the net charge: +2. Its expectation value of S² is 0.755.

Cartesian coordinates (Å):
Ir: -0.5423 0.1213 0.0113
C: 0.5238 -3.5201 0.6274
C: -0.7783 -3.8190 1.3712
C: -0.4582 -4.3705 2.7680
C: -1.8207 -2.7176 1.4885
C: -3.0925 -3.0065 2.0110
C: -3.8129 -1.8407 1.9189
N: -3.0145 -0.9127 1.3836
N: -1.7849 -1.4168 1.1309
B: -3.3053 0.5676 1.1371
N: -3.2780 0.8652 -0.3660
C: -4.3217 1.1722 -1.1353
C: -3.8738 1.3319 -2.4257
C: -2.4946 1.1101 -2.3880
N: -2.1463 0.8074 -1.1112
C: -1.5877 1.3077 -3.5844
C: -2.3471 1.9845 -4.7262
C: -0.9291 0.0331 -4.1056
N: -2.2257 1.4215 1.8328
C: -2.3824 2.0582 2.9877
C: -1.2152 2.7169 3.2867
C: -0.3338 2.4503 2.2400
N: -0.9618 1.6369 1.3405
C: 0.9401 3.2663 2.1145
C: 0.5246 4.6184 1.4998
C: 2.1467 2.6959 1.3611
H: 1.2796 -4.2461 0.9299
H: 0.8994 -2.5280 0.8582
H: 0.4053 -3.6079 -0.4519
H: -1.2933 -4.6145 0.8256
H: 0.1437 -3.6594 3.3334
H: 0.1096 -5.2966 2.6803
H: -1.3575 -4.5827 3.3428
H: -3.4330 -3.9565 2.3842
H: -4.8332 -1.6138 2.1773
H: -4.3776 0.8294 1.5905
H: -5.3067 1.2694 -0.7117
H: -4.4611 1.6024 -3.2828
H: -0.7857 1.9767 -3.2767
H: -3.1046 1.3212 -5.1477
H: -1.6510 2.2374 -5.5254
H: -2.8341 2.9032 -4.4028
H: -1.6750 -0.7043 -4.4126
H: -0.2874 -0.4107 -3.3504
H: -0.3269 0.2784 -4.9824
H: -3.3190 2.0098 3.5174
H: -1.0264 3.3628 4.1269
H: 1.2530 3.4630 3.1426
H: 0.2890 4.5014 0.4444
H: 1.3438 5.3312 1.5925
H: -0.3452 5.0381 2.0029
H: 1.8677 1.9653 0.6134
H: 2.8522 2.2303 2.0492
H: 2.6767 3.5008 0.8537
Cl: -3.8465 -2.2298 -3.1907
C: -2.5407 -3.2205 -2.5424
Cl: -1.6824 -4.0766 -3.8343
Cl: -3.1501 -4.3444 -1.3320
C: -1.5703 -2.3237 -1.9047
N: -0.8254 -1.6011 -1.4263
C: 3.9298 -0.7427 2.0176
C: 2.8962 -0.8955 3.1188
S: 1.3649 -0.0111 2.7605
O: 0.9699 -0.5319 1.3653
C: 0.2778 -0.8382 3.9450
C: 0.1557 -0.0105 5.2177
H: 4.8948 -1.0971 2.3760
H: 4.0450 0.2928 1.6974
H: 3.6424 -1.3470 1.1601
H: 3.2377 -0.4558 4.0587
H: 2.6470 -1.9441 3.2821
H: 0.6748 -1.8304 4.1486
H: -0.6721 -0.9313 3.4152
H: 1.1266 0.1567 5.6860
H: -0.4672 -0.5403 5.9369
H: -0.2985 0.9556 5.0138
C: 4.5177 -1.3026 -2.6003
N: 3.0905 -1.1315 -2.6605
C: 2.3847 -1.3675 -3.8917
C: 2.3636 -0.6580 -1.5046
C: 1.9234 0.7961 -1.6751
C: 2.8217 1.6860 -2.2706
C: 2.5013 3.0196 -2.4294
C: 1.2684 3.4717 -1.9821
C: 0.3882 2.5925 -1.3780
C: 0.6772 1.2298 -1.1994
H: 4.9659 -1.0645 -3.5636
H: 4.7390 -2.3546 -2.3745
H: 4.9355 -0.6831 -1.8101
H: 3.0827 -1.5125 -4.7102
H: 1.7255 -0.5213 -4.0896
H: 1.7600 -2.2606 -3.7756
H: 3.0058 -0.7700 -0.6352
H: 1.4802 -1.2864 -1.3751
H: 3.7891 1.3379 -2.6156
H: 3.2052 3.6967 -2.8932
H: 0.9970 4.5135 -2.0987
H: -0.5624 2.9735 -1.0248



Record 5
An isolated molecule of C2H4OS2 at a distorted geometry, computed with ωB97M-V/def2-TZVPD.

Its energy above the lowest of the compared OMol25 structures with the same formula, charge and spin is 9.73 kcal/mol. The LUMO energy is 0.172 eV. Its SMILES is OC(=S)CS. As for the net charge: 0.

Cartesian coordinates (Å):
O: -0.2971 1.3892 0.0916
C: -0.7265 0.1661 0.0201
S: -2.3274 -0.3205 -0.1535
C: 0.3764 -0.8328 0.1472
S: 2.0169 -0.1473 -0.1246
H: -1.1226 1.8702 0.1051
H: 0.1497 -1.8266 -0.3712
H: 0.2725 -1.2185 1.1645
H: 1.6580 0.9203 -0.8791



Record 6
A cluster of 3 separate species, C19H41NO5P in total at a distorted geometry, computed with ωB97M-V/def2-TZVPD.

The LUMO energy is -2.979 eV. As for the net charge: +1.

Cartesian coordinates (Å):
C: 5.1020 -2.2776 -0.1877
C: 3.6330 -1.7337 -0.3348
C: 3.6923 -0.3588 -1.0396
C: 2.3433 0.4164 -1.1273
C: 1.5451 0.2113 -2.4516
C: 1.4556 -1.2535 -2.9729
C: 0.1406 -1.9986 -2.5586
C: 0.2535 -2.8257 -1.2454
C: 0.2071 -2.1066 0.1247
C: -1.1701 -1.3760 0.0227
P: -1.7175 -0.5540 1.5954
O: -1.1922 -1.3247 2.8015
C: -2.0536 -2.5812 -0.4976
N: -1.0933 -3.5421 -1.1840
H: 5.6209 -2.3084 -1.1576
H: 5.6109 -1.5970 0.5122
H: 5.1004 -3.3113 0.1994
H: 3.0822 -2.5115 -0.8928
H: 3.2177 -1.6853 0.6860
H: 4.1146 -0.4337 -2.0589
H: 4.4072 0.2707 -0.4775
H: 2.5983 1.4925 -1.0943
H: 1.6757 0.2541 -0.2593
H: 0.5237 0.6181 -2.3305
H: 2.0104 0.8481 -3.2146
H: 2.3279 -1.8830 -2.7431
H: 1.4108 -1.1914 -4.0766
H: -0.6992 -1.2874 -2.5807
H: -0.0581 -2.7343 -3.3686
H: 1.0369 -3.5851 -1.3831
H: 1.0880 -1.5654 0.4711
H: -0.0275 -2.9150 0.8519
H: -1.2705 -0.5657 -0.7278
H: -3.1198 -0.3173 1.6263
H: -1.0959 0.7342 1.6242
H: -2.5294 -3.0642 0.3673
H: -2.7933 -2.3577 -1.2780
H: -1.3931 -3.9095 -2.0818
H: -0.9173 -4.2787 -0.4990
O: 1.1977 3.0244 -3.1804
C: 1.8747 4.0164 -3.0970
O: 3.0047 3.9750 -2.3809
C: 3.9731 5.0332 -2.3558
C: 3.6038 6.0973 -1.3431
C: 1.4317 5.3167 -3.7099
H: 4.1271 5.4411 -3.3558
H: 4.9130 4.5664 -2.0638
H: 2.6565 6.5774 -1.5910
H: 4.3766 6.8648 -1.2959
H: 3.4869 5.6536 -0.3537
H: 0.7273 5.8035 -3.0361
H: 0.9325 5.0995 -4.6524
H: 2.2465 5.9998 -3.9376
O: -7.6100 0.6794 3.9648
C: -6.7513 0.0479 4.5113
O: -5.7730 -0.5054 3.7722
C: -4.6069 -1.1254 4.3224
C: -4.8681 -2.5710 4.6908
C: -6.7938 -0.2063 5.9942
H: -4.2130 -0.5455 5.1582
H: -3.8567 -1.0826 3.5347
H: -5.6305 -2.6565 5.4652
H: -3.9545 -3.0444 5.0523
H: -5.2326 -3.1230 3.8229
H: -7.4625 -1.0438 6.1907
H: -7.1838 0.6840 6.4833
H: -5.8212 -0.4068 6.4388



Record 7
An isolated molecule of C8H7N3O at a distorted geometry, computed with ωB97M-V/def2-TZVPD.

Its energy above the lowest of the compared OMol25 structures with the same formula, charge and spin is 24.67 kcal/mol. The LUMO energy is 0.511 eV. Its SMILES is Nc1nc2ccccc2[nH]c1=O. As for the net charge: 0.

Cartesian coordinates (Å):
N: 0.5056 0.7623 3.2872
C: 0.3293 0.4386 2.0156
N: -0.4895 0.8956 1.1880
C: -0.5703 0.4152 -0.1084
C: -1.6228 0.8655 -0.9495
C: -1.7007 0.5892 -2.3372
C: -0.6694 -0.3216 -2.8363
C: 0.2814 -0.8764 -1.9741
C: 0.2849 -0.5199 -0.6075
N: 1.3016 -0.8479 0.2450
C: 1.3214 -0.5594 1.5422
O: 2.1064 -1.1014 2.3007
H: 1.3046 0.3698 3.7615
H: -0.2579 0.8406 4.0554
H: -2.4145 1.4973 -0.3559
H: -2.2120 1.2330 -2.9502
H: -0.6889 -0.7829 -3.8669
H: 1.0529 -1.4618 -2.3323
H: 2.1380 -1.4359 -0.0773



Record 8
A structure of composition C51H50Cl2FN5O3OsSb2, computed with ωB97M-V/def2-TZVPD.

Its energy above the lowest of the compared OMol25 structures with the same formula, charge and spin is 54.75 kcal/mol. The LUMO energy (alpha / beta) is -4.665 / -5.074 eV. The spin multiplicity is 5. As for the net charge: +2. Its expectation value of S² is 6.047.

Cartesian coordinates (Å):
Os: -0.5465 -0.6127 -0.0532
C: 1.7771 -7.3735 -2.5197
C: 2.0008 -6.1697 -3.4242
N: 1.9018 -4.8958 -2.7001
C: 0.7561 -4.2013 -2.7667
C: 0.5011 -3.0326 -2.1047
C: -0.7991 -2.3416 -2.4902
O: -1.5097 -2.8842 -3.3078
O: -1.0072 -1.1786 -1.9660
C: 1.4812 -2.5148 -1.2189
O: 1.3238 -1.5606 -0.4080
C: 2.7810 -3.1740 -1.2746
C: 3.8728 -2.6179 -0.6036
C: 5.0805 -3.2498 -0.6021
F: 6.1235 -2.6488 0.0138
C: 5.2735 -4.4889 -1.2330
C: 4.1995 -5.0275 -1.9162
C: 2.9600 -4.3769 -1.9765
N: 6.4970 -5.1974 -1.1956
C: 7.1854 -5.4360 -2.4519
C: 8.0320 -6.6940 -2.3496
N: 8.9939 -6.5336 -1.2067
C: 8.2577 -6.2627 0.0760
C: 7.4243 -5.0020 -0.0959
H: 1.8920 -8.2882 -3.1006
H: 0.7695 -7.3613 -2.1057
H: 2.4872 -7.3956 -1.6923
H: 1.2472 -6.1481 -4.2082
H: 2.9692 -6.2185 -3.9201
H: -0.0273 -4.5928 -3.4047
H: 3.7595 -1.6599 -0.1181
H: 4.3296 -5.9909 -2.3877
H: 7.8307 -4.5835 -2.7219
H: 6.4676 -5.5658 -3.2580
H: 8.5977 -6.8742 -3.2617
H: 7.4116 -7.5601 -2.1275
H: 9.6112 -5.7410 -1.4036
H: 9.5867 -7.3601 -1.1160
H: 8.9824 -6.1601 0.8813
H: 7.6177 -7.1218 0.2679
H: 8.0893 -4.1406 -0.2547
H: 6.8793 -4.8320 0.8291
C: 3.1206 -0.2352 1.9920
C: 3.1483 0.4936 3.3385
C: 1.8168 1.1272 3.7114
Sb: 0.7717 2.4703 2.1747
C: 1.7889 4.2369 2.8714
C: 3.1251 4.2634 3.2622
C: 3.7075 5.4449 3.7031
C: 2.9523 6.6069 3.7717
C: 1.6150 6.5875 3.4014
C: 1.0386 5.4088 2.9505
C: 0.4639 3.5924 0.0969
C: 1.5045 4.4199 -0.2958
C: 1.4335 5.0741 -1.5191
C: 0.3273 4.8979 -2.3423
C: -0.7111 4.0774 -1.9344
C: -0.6451 3.4213 -0.7071
Sb: 2.9394 1.4164 0.6280
C: 4.9260 2.1838 0.7832
C: 5.9366 1.4449 1.3883
C: 7.2039 1.9926 1.5435
C: 7.4654 3.2799 1.0979
C: 6.4636 4.0162 0.4807
C: 5.1967 3.4730 0.3286
C: 2.7752 1.2466 -1.4886
C: 3.8986 1.5226 -2.2628
C: 3.7666 1.6916 -3.6348
C: 2.5206 1.5928 -4.2337
C: 1.3990 1.3112 -3.4647
C: 1.5223 1.1507 -2.0944
H: 2.2338 -0.8574 1.8840
H: 4.0102 -0.8411 1.8343
H: 3.9485 1.2389 3.3477
H: 3.4042 -0.2269 4.1238
H: 1.8971 1.7878 4.5744
H: 1.0756 0.3563 3.9024
H: 3.7320 3.3670 3.2210
H: 4.7494 5.4538 3.9971
H: 3.4058 7.5270 4.1158
H: 1.0223 7.4908 3.4632
H: -0.0030 5.4072 2.6456
H: 2.3623 4.5807 0.3487
H: 2.2413 5.7296 -1.8202
H: 0.2764 5.4080 -3.2950
H: -1.5766 3.9385 -2.5703
H: -1.4592 2.7755 -0.4063
H: 5.7528 0.4389 1.7436
H: 7.9823 1.4137 2.0232
H: 8.4483 3.7108 1.2350
H: 6.6667 5.0177 0.1249
H: 4.4232 4.0583 -0.1544
H: 4.8736 1.6104 -1.8007
H: 4.6401 1.9195 -4.2320
H: 2.4192 1.7414 -5.3008
H: 0.4242 1.2181 -3.9258
H: 0.6127 0.9511 -1.5212
Cl: -1.5085 1.2244 4.2680
C: -1.7066 -0.4792 3.9307
C: -2.4432 -1.2166 4.8379
C: -2.7108 -2.5562 4.6057
C: -2.2600 -3.1486 3.4345
C: -1.5391 -2.3958 2.5376
Cl: -1.0217 -3.1327 1.0374
C: -1.1911 -1.0290 2.7298
N: -0.4670 -0.3430 1.8147
H: -2.8257 -0.7294 5.7244
H: -3.2811 -3.1305 5.3213
H: -2.4818 -4.1845 3.2175
C: -4.2068 1.8794 0.9113
C: -3.1334 1.0168 0.4566
N: -2.2926 0.3299 0.0920
H: -3.7821 2.6951 1.4970
H: -4.8953 1.3152 1.5390
H: -4.7507 2.2911 0.0626